w:
The following is a DFT calculation (ωB97M-V/def2-TZVPD) of 2 unconnected molecules or ions with the total composition C5H13NO2.

Cartesian coordinates (Å):
C 2.68196 0.56529 1.28561
C 1.29309 -0.02431 1.27720
C 0.45950 0.13278 -0.06520
C 0.59190 -1.02516 -0.94366
O 0.47867 -0.99383 -2.12518
N -0.95189 0.35391 0.33828
C -1.74136 1.00523 -0.71886
H 2.78319 1.53872 1.85992
H 3.03807 0.80556 0.28932
H 3.44819 -0.11508 1.67652
H 0.68448 0.48518 2.07070
H 1.12698 -1.08996 1.57409
H 0.78508 1.12349 -0.62689
H 0.98107 -1.99386 -0.66248
H -0.98389 1.01210 1.06670
H -2.73020 0.31330 -0.71638
H -1.22432 1.02832 -1.68307
H -2.13487 2.05594 -0.55964
O -3.23676 -1.65354 -1.08978
H -2.64895 -1.64875 -0.38913
H -2.69996 -1.87535 -1.85805

Values from the calculation:
Frontier orbital gap ... 10.05 eV
SMILES ... CC[C@@H](C=O)NC.O

=====

x:
The following is a DFT calculation (ωB97M-V/def2-TZVPD) of 3 unconnected molecules or ions with the total composition C5H13NO2.

Cartesian coordinates (Å):
C -2.72708 -0.12345 -2.04447
C -1.80757 0.76071 -1.69398
C -0.35580 0.49520 -1.48664
C 0.52167 0.82321 -2.44358
N -0.06800 0.14266 -0.19175
C 1.22449 0.36389 0.43541
H -2.61569 -1.13079 -2.42879
H -3.78682 0.12441 -2.08612
H -2.13269 1.74204 -1.36327
H 1.59589 0.73657 -2.48054
H 0.16472 1.12015 -3.42229
H -0.87274 0.06214 0.38378
H 1.35398 1.45106 0.51765
H 1.31521 -0.06013 1.42818
H 1.99475 -0.00481 -0.23592
O -0.14436 -4.98345 1.10286
H 0.00835 -4.08669 1.32404
H -0.06699 -4.99689 0.12871
O 2.44941 2.28866 4.85537
H 1.72438 2.33187 5.49221
H 2.22489 2.94365 4.20913

Values from the calculation:
Frontier orbital gap ... 8.58 eV
SMILES ... C=CC(=C)NC.O.O

=====

Name the most stable of them. x.

=====

w:
The following is a DFT calculation (ωB97M-V/def2-TZVPD) of 3 unconnected molecules or ions with the total composition C5H13NO2.

Cartesian coordinates (Å):
C 1.87138 0.40447 4.39265
C 1.03832 -0.13881 3.26599
C 1.29817 0.03580 1.97578
C 0.45552 -0.59305 0.92740
C 0.92475 -1.37812 -0.04337
N 0.16625 -2.07671 -1.00622
H 2.55780 -0.37548 4.73288
H 2.46508 1.27926 4.10486
H 1.25522 0.68611 5.24726
H 0.16138 -0.72682 3.53683
H 2.12218 0.62631 1.62356
H -0.61121 -0.40974 0.89367
H 1.98779 -1.59114 -0.09385
H 0.60284 -2.04052 -1.91742
H -0.74286 -1.65667 -1.13467
O -2.76216 1.17385 -2.37578
H -2.04117 1.80230 -2.50312
H -3.29546 1.35519 -3.15927
O -2.67117 1.55754 -6.13296
H -1.96752 1.28620 -6.75081
H -2.81513 0.78002 -5.58340

Values from the calculation:
Frontier orbital gap ... 8.42 eV
SMILES ... C/C=C/C=C/N.O.O

=====

x:
The following is a DFT calculation (ωB97M-V/def2-TZVPD) of 2 unconnected molecules or ions with the total composition C5H13NO2.

Cartesian coordinates (Å):
C 0.29393 0.23730 -2.22707
N 0.83221 -0.99324 -1.64386
C 1.10868 -1.13790 -0.30274
O 2.02250 -1.84113 0.08153
C 0.10223 -0.48377 0.64352
C -0.60618 -1.51197 1.48325
C 0.87283 0.58978 1.46180
H 0.92273 0.59266 -3.03877
H 0.29206 1.06368 -1.52155
H -0.72455 0.06211 -2.56180
H 1.45295 -1.49499 -2.26589
H -0.55732 0.07332 -0.02872
H 0.09411 -1.98570 2.17638
H -1.45836 -1.09368 2.03123
H -0.97967 -2.33769 0.87319
H 0.87079 0.26497 2.50953
H 0.43443 1.58443 1.43950
H 1.90688 0.63587 1.13912
O -2.56658 2.79937 -0.27726
H -2.17885 2.99253 0.58075
H -2.13483 1.98405 -0.55215

Values from the calculation:
Frontier orbital gap ... 10.19 eV
SMILES ... CNC(=O)C(C)C.O

=====

y:
The following is a DFT calculation (ωB97M-V/def2-TZVPD) of 3 unconnected molecules or ions with the total composition C5H13NO2.

Cartesian coordinates (Å):
C -0.25960 1.08387 0.26748
C 0.69875 -0.97960 0.38602
C -1.45573 0.96745 -0.63459
C 0.09022 -1.73741 -0.76062
C 0.20199 -1.37876 1.75519
N 1.04545 0.98666 -0.08305
O 1.21453 1.03795 -1.45989
O 0.06403 2.97844 0.33741
H 2.16171 1.22367 -1.54570
H 0.11936 3.30997 -0.57111
H -0.43073 1.08842 1.33431
H 1.78448 -1.05245 0.36034
H -2.00518 0.04273 -0.44724
H -1.17967 1.02537 -1.68631
H -2.13092 1.79444 -0.41886
H 0.48261 -2.76298 -0.77078
H 0.35630 -1.29598 -1.72326
H -0.99391 -1.83232 -0.67185
H 0.44741 -2.43288 1.94215
H -0.88270 -1.27830 1.84565
H 0.67159 -0.78831 2.54473

Values from the calculation:
Frontier orbital gap ... 8.54 eV

=====

z:
The following is a DFT calculation (ωB97M-V/def2-TZVPD) of 3 unconnected molecules or ions with the total composition C5H13NO2.

Cartesian coordinates (Å):
H 0.15883 0.30486 -2.68427
N 0.15543 0.70629 -1.76697
C 0.05751 -0.09911 -0.80200
C 0.16958 0.43944 0.59723
C 0.42992 -1.54987 -0.89185
C 1.64879 -1.92410 -0.60163
C 2.11265 -3.28353 -1.05549
H 0.36427 1.50181 0.67938
H -0.59265 0.05270 1.27909
H 0.97037 -0.02380 1.18775
H -0.15893 -2.26986 -1.44717
H 2.34243 -1.27871 -0.08877
H 1.38120 -3.79627 -1.67056
H 2.25457 -3.90729 -0.18918
H 2.99766 -3.13444 -1.66910
O -1.08825 4.19472 0.86217
H -0.37397 3.63841 0.53281
H -1.51990 4.22093 0.01702
O -2.60949 0.43095 2.71452
H -2.39153 0.51520 1.78533
H -3.26443 1.10732 2.90794

Values from the calculation:
Frontier orbital gap ... 10.43 eV
SMILES ... [H]/N=C(C)\C=C\C.O.O

=====

Name the most stable of them. x.

=====

w:
The following is a DFT calculation (ωB97M-V/def2-TZVPD) of 3 unconnected molecules or ions with the total composition C5H13NO2.

Cartesian coordinates (Å):
C -1.74499 -1.17960 -0.00750
C -1.23228 0.21776 0.29065
C -0.13835 0.72228 -1.05483
C 0.64803 1.93563 -0.62499
O -0.68042 0.64085 -2.13253
H -0.99092 -1.94091 0.21714
H -1.98752 -1.26714 -1.07069
H -2.64503 -1.41506 0.56231
H -1.02342 0.42304 1.33973
H -1.99919 0.96608 0.07854
H 1.44970 1.60958 0.03393
H 1.07548 2.42844 -1.50030
H -0.00783 2.65364 -0.13519
C 0.84470 -0.48460 2.14445
O 1.71611 -1.12717 1.58707
H 0.98632 0.57630 2.39857
H -0.02423 -0.95946 2.62018
N 1.30936 -0.73877 -1.15576
H 1.56322 -1.12675 -0.22908
H 0.74179 -1.40869 -1.66188
H 2.13946 -0.52546 -1.69982

Values from the calculation:
Frontier orbital gap ... 8.72 eV
SMILES ... CCC(C)=O.C=O.N

=====

x:
The following is a DFT calculation (ωB97M-V/def2-TZVPD) of a single C5H13NO2 molecule.

Cartesian coordinates (Å):
C 1.90788 -0.77704 1.86948
C 0.49934 -0.70479 1.24591
O -0.37137 -1.34364 2.20522
C -0.01105 0.73872 1.17274
C 0.14436 1.50858 -0.17727
N -0.72947 1.13007 -1.29321
C -0.58629 -0.17396 -1.86144
O -1.02695 -0.16307 -3.22672
H 2.04838 -0.07101 2.69276
H 2.66829 -0.59338 1.10957
H 1.97804 -1.73919 2.37739
H 0.64911 -1.17826 0.28417
H -0.68414 -2.17277 1.90397
H -1.07395 0.74662 1.42483
H 0.48010 1.29699 1.96884
H 1.18479 1.44833 -0.49889
H -0.05858 2.55027 0.07114
H -1.68779 1.32380 -1.05636
H 0.46082 -0.47770 -1.79457
H -1.25440 -0.95952 -1.47622
H -0.56666 0.55065 -3.66263

Values from the calculation:
Frontier orbital gap ... 9.99 eV
SMILES ... C[C@@H](O)CCNCO

=====

Name the most stable of them. x.

=====

w:
The following is a DFT calculation (ωB97M-V/def2-TZVPD) of 3 unconnected molecules or ions with the total composition C5H13NO2.

Cartesian coordinates (Å):
C -0.34752 2.67021 0.11250
C -0.07763 1.26081 0.32441
C -1.12016 0.41599 0.48479
C -1.35197 -0.98310 0.63980
C -1.14344 -1.71062 1.71162
N -1.46967 -3.09528 1.76282
H -0.98699 2.88131 -0.73921
H -0.91300 3.01052 0.95591
H 0.56360 3.45129 0.19575
H 0.87774 0.86870 0.35811
H -2.17120 0.83114 0.47743
H -1.67268 -1.39718 -0.38127
H -0.98496 -1.42034 2.75907
H -1.09591 -3.58564 2.54229
H -1.27955 -3.61326 0.89974
O 1.47116 -1.61253 -1.93244
H 1.98219 -1.73569 -2.75435
H 1.59004 -2.38553 -1.41902
O 3.05467 2.12183 -2.01318
H 2.79980 1.29626 -1.67118
H 2.27548 2.73108 -2.31360

Values from the calculation:
Frontier orbital gap ... 8.64 eV
SMILES ... C/C=C/C=C/N.O.O

=====

x:
The following is a DFT calculation (ωB97M-V/def2-TZVPD) of 2 unconnected molecules or ions with the total composition C5H13NO2.

Cartesian coordinates (Å):
C -0.20954 1.06736 2.07666
N 0.20697 -0.02088 1.59126
C 1.36733 -0.06095 0.74016
C 1.43160 -1.44860 0.07757
C 0.37570 -1.58507 -1.02004
O 1.27737 -2.44062 1.06583
H -0.96382 1.00841 2.85007
H 0.31867 2.01757 1.97526
H 2.26006 0.07821 1.36080
H 1.35373 0.73379 -0.01138
H 2.42658 -1.60570 -0.35400
H 0.34518 -2.61098 -1.37835
H -0.60237 -1.32456 -0.62187
H 0.60297 -0.91899 -1.84835
H 0.52892 -2.15531 1.61017
C -1.83739 1.48934 -1.71921
O -1.17697 1.55003 -0.48112
H -2.72426 0.85023 -1.69820
H -1.11786 1.05995 -2.42614
H -2.11409 2.48470 -2.08396
H -1.74877 1.83206 0.29483

Values from the calculation:
Frontier orbital gap ... 10.35 eV
SMILES ... C=NC[C@H](C)O.CO

=====

Name the most stable of them. x.